Density functional theory data (wB97M-V/def2-TZVPD) for CH4N2 in the gas phase.

SMILES string	[H]/N=C/N
multiplicity	1
energy above the lowest of the compared OMol25 structures with the same formula, charge and spin	111.1	kJ/mol
orbital gap	10.2	eV
E	-4081.7303	eV

Each line ends with the natural charge from an NBO analysis.
CARTESIAN COORDINATES (ANGSTROEM)
H  0.72  -0.67  -1.45  0.40
N  0.92  0.28  1.03  -0.72
N  -0.11  -0.38  -0.96  -0.81
H  -0.98  -0.71  -1.34  0.39
H  -1.12  0.36  0.64  0.14
H  0.68  0.91  1.80  0.34
C  -0.11  0.21  0.27  0.27

***

Density functional theory data (wB97M-V/def2-TZVPD) for C3H4O in the gas phase.

SMILES string	C=CC=O
multiplicity	1
energy above the lowest of the compared OMol25 structures with the same formula, charge and spin	63.6	kJ/mol
orbital gap	9.9	eV
E	-5221.4771	eV

Each line ends with the natural charge from an NBO analysis.
CARTESIAN COORDINATES (ANGSTROEM)
H  -1.20  -0.34  1.45  0.22
C  -0.74  -0.53  0.46  -0.29
C  1.26  0.91  0.40  0.41
O  1.39  1.10  1.58  -0.51
H  0.15  -0.02  -1.38  0.22
C  0.20  0.07  -0.26  -0.34
H  -1.55  -1.14  -0.10  0.19
H  1.94  1.48  -0.42  0.09

***

Density functional theory data (wB97M-V/def2-TZVPD) for a molecular structure, HNO3P2.

multiplicity	1
energy above the lowest of the compared OMol25 structures with the same formula, charge and spin	49.2	kJ/mol
orbital gap	8.4	eV
E	-26222.4359	eV

Each line ends with the natural charge from an NBO analysis.
CARTESIAN COORDINATES (ANGSTROEM)
O  -0.42  1.32  0.16  -0.48
P  0.31  -0.43  0.31  1.50
H  1.74  0.14  -1.34  0.00
O  -1.86  -0.15  -0.21  -0.31
P  2.09  -1.00  -0.51  -0.10
O  -0.19  -0.89  1.57  -1.03
N  -1.67  1.00  0.02  0.42